Entry 1:
This record from the Open Molecules 2025 dataset describes C5H8O2S in the gas phase. The level of theory is ωB97M-V/def2-TZVPD.

- charge = 0
- 2S+1 = 1
- HOMO-LUMO gap (eV) = 9.4
- energy above the lowest of the compared OMol25 structures with the same formula, charge and spin (kcal/mol) = 20.0
- SMILES = C=C1SC[C@H](O)[C@@H]1O

CARTESIAN COORDINATES (ANGSTROEM)
1 C 0.93436 -0.71911 -0.48525
2 C -0.30721 -1.55813 -0.62698
3 C -0.83130 0.96945 -0.22832
4 C -1.23631 2.22437 -0.30929
5 C 0.45081 0.45724 0.37719
6 H 1.67870 -1.72697 0.96434
7 H 1.24227 -0.34448 -1.44317
8 H -0.39033 -2.21688 0.23667
9 H -0.29394 -2.21407 -1.48475
10 H -0.61495 2.95317 0.12602
11 H -2.14635 2.52087 -0.80044
12 H 1.22255 1.22219 0.40651
13 H -0.30121 0.39326 2.19881
14 O 2.03610 -1.36287 0.12468
15 O 0.35999 -0.09751 1.68302
16 S -1.80318 -0.50055 -0.73903

---

Entry 2:
This record from the Open Molecules 2025 dataset describes 3 unconnected molecules or ions with the total composition C5H8O3. The level of theory is ωB97M-V/def2-TZVPD.

- charge = 0
- 2S+1 = 1
- HOMO-LUMO gap (eV) = 8.8
- energy above the lowest of the compared OMol25 structures with the same formula, charge and spin (kcal/mol) = 143.6

CARTESIAN COORDINATES (ANGSTROEM)
1 C -5.75973 -0.53543 4.89853
2 C -4.61966 -0.45398 5.92269
3 C -4.94943 0.48161 7.01791
4 C -5.24398 1.22121 7.92843
5 H -6.64853 -0.94621 5.39411
6 H -6.03498 0.45502 4.51914
7 H -5.46967 -1.22837 4.09819
8 H -4.82016 -1.43443 6.39369
9 H -5.45163 1.99559 8.64650
10 O -3.56282 0.72196 4.83710
11 C -2.36900 1.03842 5.15243
12 O -1.72558 0.43086 6.03647
13 H -1.81418 1.61751 4.39439
14 O -2.89821 -1.65941 6.77527
15 H -2.14069 -0.80813 6.50124
16 H -2.88236 -2.33356 6.08961

---

Entry 3:
This record from the Open Molecules 2025 dataset describes C5H8O3 in the gas phase. The level of theory is ωB97M-V/def2-TZVPD.

- charge = 0
- 2S+1 = 1
- HOMO-LUMO gap (eV) = 10.6
- energy above the lowest of the compared OMol25 structures with the same formula, charge and spin (kcal/mol) = 19.4
- SMILES = O=CCCCC(=O)O

CARTESIAN COORDINATES (ANGSTROEM)
1 O 2.09320 1.88940 -0.37329
2 C 1.77195 0.81861 0.08046
3 O 2.01481 0.57538 1.40195
4 C 1.18949 -0.29966 -0.73224
5 C -0.32384 -0.01262 -0.83076
6 C -1.13145 -0.07397 0.47103
7 C -2.35642 -0.94145 0.37253
8 O -3.36022 -0.92345 1.01709
9 H 2.71250 1.12398 1.74467
10 H 1.71281 -0.27809 -1.66670
11 H 1.40798 -1.20634 -0.16005
12 H -0.33799 1.01333 -1.21896
13 H -0.89470 -0.63401 -1.54348
14 H -0.52830 -0.46237 1.31662
15 H -1.60535 0.87180 0.77699
16 H -2.36446 -1.46055 -0.65587